[1]
{"formula": "C32H34N5O5Ru", "method": "ωB97M-V/def2-TZVPD", "lumo_ha": [-0.2463, -0.2557], "e_above_lowest_kj_mol": 49.42, "s2": 0.757, "charge": 2, "multiplicity": 2, "orbital_gap_ev": [6.3, 6.0], "symbols": ["Ru", "O", "C", "O", "C", "C", "C", "C", "C", "N", "C", "O", "O", "H", "H", "H", "H", "H", "C", "C", "C", "C", "C", "C", "C", "N", "C", "N", "C", "C", "C", "C", "C", "C", "C", "N", "C", "C", "C", "C", "C", "C", "C", "H", "H", "H", "H", "H", "H", "H", "H", "H", "H", "H", "H", "H", "H", "H", "H", "H", "H", "H", "H", "H", "H", "C", "N", "C", "C", "O", "H", "H", "H", "H", "H", "H", "H"], "xyz": [[-0.7167, 0.9468, 0.1107], [-3.7064, 1.4299, -2.8327], [-2.9222, 1.3050, -1.7967], [-1.8773, 0.6719, -1.8029], [-3.4188, 1.9922, -0.5654], [-4.6111, 2.6794, -0.4131], [-4.8739, 3.2530, 0.8222], [-3.9586, 3.1333, 1.8585], [-2.7889, 2.4266, 1.6209], [-2.5613, 1.8838, 0.4345], [-1.6610, 2.1366, 2.5526], [-1.6761, 2.4949, 3.8085], [-0.6805, 1.5218, 2.1410], [-3.3383, 0.9714, -3.6065], [-5.3108, 2.7660, -1.2332], [-5.7954, 3.7986, 0.9789], [-4.1738, 3.5908, 2.8160], [-2.4862, 2.9498, 4.0785], [1.5175, -3.4604, -2.7670], [2.0714, -4.2061, -1.5831], [3.1587, -5.0657, -1.7275], [3.6759, -5.7643, -0.6486], [3.1158, -5.6199, 0.6133], [2.0435, -4.7624, 0.7854], [1.5307, -4.0652, -0.3025], [0.4236, -3.1724, -0.0922], [0.5634, -1.8365, -0.0117], [1.7925, -1.3470, -0.2022], [2.2212, -0.0301, 0.0563], [1.3203, 1.0055, 0.2600], [1.8504, 2.2260, 0.6823], [3.2111, 2.4342, 0.7982], [4.0905, 1.4020, 0.4979], [3.6112, 0.1544, 0.1396], [4.5536, -0.9925, -0.1180], [-0.4767, -1.0479, 0.2035], [-1.7649, -1.6575, 0.3792], [-2.5316, -2.0113, -0.7319], [-3.7898, -2.5640, -0.5623], [-4.2820, -2.7681, 0.7202], [-3.5031, -2.4481, 1.8217], [-2.2292, -1.9027, 1.6795], [-1.3429, -1.6711, 2.8748], [1.6874, -4.0229, -3.6830], [2.0046, -2.4881, -2.8852], [0.4465, -3.2856, -2.6674], [3.5942, -5.1987, -2.7108], [4.5151, -6.4320, -0.7946], [3.5121, -6.1712, 1.4556], [1.5930, -4.6270, 1.7624], [-0.4881, -3.5560, 0.1023], [2.5116, -2.0428, -0.3347], [1.1815, 3.0395, 0.9442], [3.5895, 3.3910, 1.1369], [5.1590, 1.5555, 0.5797], [5.5855, -0.6577, -0.0412], [4.4237, -1.4154, -1.1193], [4.4197, -1.7995, 0.6101], [-2.1216, -1.8526, -1.7215], [-4.3799, -2.8484, -1.4248], [-5.2643, -3.1998, 0.8620], [-3.8793, -2.6461, 2.8190], [-1.9169, -1.7127, 3.7990], [-0.8150, -0.7212, 2.8231], [-0.5781, -2.4504, 2.9328], [2.0670, 5.2606, -1.8177], [0.8368, 4.7146, -1.2374], [0.1121, 5.5394, -0.2820], [0.4624, 3.4861, -1.5178], [-0.5514, 2.9150, -1.0569], [2.0303, 6.3450, -1.7659], [2.1549, 4.9692, -2.8615], [2.9386, 4.9075, -1.2663], [-0.2184, 6.4594, -0.7629], [0.7626, 5.7958, 0.5555], [-0.7527, 4.9908, 0.0765], [1.1036, 2.9778, -2.2450]]}



[2]
{"formula": "C32H34NO2", "method": "ωB97M-V/def2-TZVPD", "lumo_ha": 0.0910, "charge": -1, "orbital_gap_ev": 4.0, "symbols": ["C", "C", "O", "N", "O", "H", "H", "H", "H", "C", "C", "C", "C", "C", "C", "H", "H", "H", "H", "H", "H", "C", "C", "C", "C", "C", "C", "H", "H", "H", "H", "H", "H", "C", "C", "C", "C", "C", "C", "H", "H", "H", "H", "H", "H", "C", "C", "C", "C", "C", "C", "H", "H", "H", "H", "H", "H", "C", "C", "C", "C", "C", "C", "H", "H", "H", "H", "H", "H"], "xyz": [[-0.8965, 1.1661, 0.5606], [-2.4357, 1.5591, 0.3199], [-3.3319, 0.9284, 1.3709], [-4.6502, 1.1329, 0.9500], [-4.7869, 0.6231, -0.1296], [-0.3281, 2.1494, 0.6783], [-0.4221, 0.6062, -0.3022], [-0.7545, 0.5577, 1.5192], [-2.5293, 2.6870, 0.5478], [1.8230, -2.9370, -3.0580], [0.8552, -2.5197, -3.9651], [-0.3885, -2.0936, -3.5101], [-0.6612, -2.0759, -2.1469], [0.3081, -2.4901, -1.2389], [1.5481, -2.9244, -1.6944], [2.7914, -3.2721, -3.4129], [1.0701, -2.5270, -5.0282], [-1.1450, -1.7745, -4.2176], [-1.6289, -1.7390, -1.7918], [0.0958, -2.4745, -0.1754], [2.3014, -3.2521, -0.9864], [5.5202, -2.0842, 3.1250], [4.3288, -1.6666, 2.5426], [3.5763, -2.5557, 1.7837], [4.0107, -3.8661, 1.6151], [5.2004, -4.2848, 2.2006], [5.9576, -3.3932, 2.9520], [6.1085, -1.3897, 3.7140], [3.9865, -0.6472, 2.6794], [2.6506, -2.2278, 1.3244], [3.4212, -4.5609, 1.0272], [5.5380, -5.3071, 2.0704], [6.8878, -3.7182, 3.4040], [-4.1816, -5.2958, -0.5788], [-4.6408, -6.1235, -1.5974], [-3.7775, -6.5245, -2.6109], [-2.4514, -6.1050, -2.6004], [-1.9915, -5.2804, -1.5797], [-2.8571, -4.8722, -0.5713], [-4.8557, -4.9802, 0.2092], [-5.6731, -6.4556, -1.6018], [-4.1375, -7.1644, -3.4088], [-1.7766, -6.4210, -3.3881], [-0.9578, -4.9545, -1.5708], [-2.4996, -4.2246, 0.2210], [-0.0132, 4.1184, -2.2762], [0.9855, 3.1567, -2.3761], [2.3210, 3.5233, -2.2520], [2.6580, 4.8527, -2.0185], [1.6591, 5.8145, -1.9149], [0.3237, 5.4483, -2.0478], [-1.0539, 3.8311, -2.3756], [0.7218, 2.1198, -2.5508], [3.0994, 2.7733, -2.3360], [3.6994, 5.1383, -1.9169], [1.9216, 6.8508, -1.7308], [-0.4547, 6.1989, -1.9718], [-2.7544, 5.2476, 4.2278], [-2.3862, 6.5818, 4.3630], [-1.3026, 7.0792, 3.6497], [-0.5940, 6.2445, 2.7920], [-0.9653, 4.9111, 2.6512], [-2.0426, 4.4100, 3.3748], [-3.5968, 4.8587, 4.7887], [-2.9437, 7.2338, 5.0269], [-1.0104, 8.1178, 3.7604], [0.2484, 6.6341, 2.2310], [-0.4146, 4.2602, 1.9812], [-2.3262, 3.3684, 3.2712]]}



[3]
{"formula": "C32H35GaINO4P", "method": "ωB97M-V/def2-TZVPD", "lumo_ha": -0.0954, "charge": 1, "orbital_gap_ev": 8.5, "symbols": ["Ga", "O", "C", "O", "C", "C", "C", "C", "C", "C", "P", "C", "C", "C", "C", "C", "C", "C", "C", "C", "C", "C", "C", "H", "H", "H", "H", "H", "H", "H", "H", "H", "H", "H", "H", "H", "H", "O", "C", "C", "C", "C", "C", "C", "C", "C", "N", "H", "H", "H", "H", "H", "H", "H", "H", "H", "H", "H", "I", "C", "H", "H", "C", "C", "C", "O", "C", "H", "H", "H", "H", "H", "H", "H", "H"], "xyz": [[1.1944, -0.1560, 0.7919], [-0.7607, 1.4279, 3.3328], [-0.3860, 1.8172, 2.2461], [0.7284, 1.4370, 1.6521], [-1.1553, 2.8083, 1.4279], [-1.7904, 3.8795, 2.0461], [-2.4652, 4.8185, 1.2872], [-2.5319, 4.6774, -0.0939], [-1.9290, 3.5954, -0.7131], [-1.2246, 2.6518, 0.0385], [-0.4601, 1.2422, -0.8778], [-1.9150, 0.7238, -1.8708], [-3.1104, 0.6079, -1.1510], [-4.2658, 0.1402, -1.7564], [-4.2549, -0.2150, -3.0992], [-3.0805, -0.0970, -3.8261], [-1.9183, 0.3615, -3.2167], [0.7954, 2.1200, -1.8889], [1.1395, 1.8081, -3.2026], [2.1902, 2.4638, -3.8338], [2.9238, 3.4247, -3.1569], [2.6046, 3.7259, -1.8383], [1.5530, 3.0806, -1.2082], [-1.7360, 3.9681, 3.1253], [-2.9447, 5.6625, 1.7689], [-3.0583, 5.4139, -0.6919], [-1.9990, 3.4789, -1.7883], [-3.1514, 0.9206, -0.1132], [-5.1834, 0.0703, -1.1841], [-5.1589, -0.5724, -3.5766], [-3.0640, -0.3582, -4.8779], [-1.0251, 0.4358, -3.8162], [0.6103, 1.0480, -3.7564], [2.4348, 2.2168, -4.8600], [3.7417, 3.9346, -3.6502], [3.1753, 4.4734, -1.2993], [1.3230, 3.3217, -0.1782], [2.7100, -0.3047, 2.6197], [2.3681, -0.6537, 3.9723], [2.3793, -2.1609, 4.1105], [1.6236, -2.8317, 2.9514], [0.2122, -2.3451, 2.8118], [-0.7917, -2.8919, 3.5970], [-2.1069, -2.5020, 3.4221], [-2.4076, -1.5767, 2.4376], [-1.3717, -1.0526, 1.7047], [-0.0844, -1.4014, 1.8907], [3.5843, -0.6432, 2.4001], [1.3769, -0.2315, 4.1311], [3.0497, -0.1881, 4.6816], [1.9481, -2.4401, 5.0757], [3.4101, -2.5237, 4.0899], [1.6185, -3.9093, 3.1101], [2.1502, -2.6489, 2.0149], [-0.5324, -3.6469, 4.3293], [-2.8931, -2.9331, 4.0308], [-3.4231, -1.2553, 2.2535], [-1.5603, -0.3386, 0.9208], [3.9841, -1.8416, -0.2328], [2.9030, 0.0114, -0.2112], [2.7871, 0.3212, -1.2445], [3.5348, 0.7241, 0.3077], [1.4079, -3.2966, -2.5229], [0.8617, -4.2345, -1.4209], [0.0210, -3.3168, -0.5320], [0.5573, -1.9965, -0.7411], [0.8345, -1.9306, -2.1484], [1.0885, -3.5877, -3.5224], [2.4960, -3.2801, -2.5038], [1.6833, -4.6604, -0.8478], [0.2622, -5.0539, -1.8166], [0.0929, -3.5678, 0.5224], [-1.0329, -3.3193, -0.8298], [1.5145, -1.0939, -2.3250], [-0.1014, -1.7558, -2.6774]]}



For the records above, the corresponding maximum force values read 1.01; 3.33; 0.50 eV/Å.